ORCA calculation (the ωB97M-V functional and the def2-TZVPD basis) on an isolated molecule of C3H4N2S in a non-equilibrium geometry.

Output
SMILES string: C=NSCC#N
M in Da: 100.15
Kohn-Sham gap in eV: 10.0
ΔE to the lowest compared entry with this formula, charge and spin in kcal per mole: 46.1
Energy in eV: -16989.492
Net charge: 0
LUMO in eV: 0.64
Multiplicity: 1

Geometry (Å):
S -0.054541 -0.877816 -0.070358
H -1.109667 1.185354 -0.776406
H -1.203240 0.931873 0.979543
N -3.613255 -0.614861 -0.020388
H 2.798565 -1.331605 0.173658
C -1.290349 0.442354 0.005271
N 1.307860 0.197979 -0.119160
C -2.650737 -0.033775 -0.089381
C 2.501852 -0.267265 0.015243
H 3.313514 0.367758 -0.098025

Cartesian forces, eV/Å:
S 0.80 0.29 -0.08
H 0.20 -0.16 0.10
H 0.09 0.08 -0.17
N -2.77 -1.15 -0.07
H -0.63 0.57 -0.04
C 0.22 1.12 0.14
N 0.78 -0.84 0.19
C 2.52 0.25 0.14
C -2.47 -1.72 -0.11
H 1.25 1.55 -0.09

Here are the Löwdin charges for atoms 1 to 2, given in e:
1. S 0.862
2. H 0.085